One molecule with the formula C20H28N4O2, computed with the ωB97M-V functional and the def2-TZVPD basis.

Element x y z (Å)
C (1.24, 4.13, 3.62)
C (1.35, 3.27, 2.40)
C (2.07, 3.59, 1.33)
C (2.81, 4.89, 1.22)
C (2.13, 2.73, 0.11)
O (2.33, 3.20, -1.00)
N (2.01, 1.40, 0.33)
C (1.87, 0.48, -0.77)
C (0.43, -0.07, -0.88)
N (0.16, -1.12, 0.06)
C (0.25, -1.04, 1.40)
N (0.61, -0.11, 2.20)
C (0.63, -0.70, 3.53)
C (0.46, -2.24, 3.32)
C (-0.48, -2.89, 4.32)
N (-0.07, -2.26, 1.98)
C (0.11, -3.28, 0.97)
C (-0.19, -2.48, -0.32)
C (-1.68, -2.61, -0.69)
C (-2.03, -1.80, -1.91)
C (-1.67, -2.26, -3.18)
C (-1.95, -1.51, -4.31)
C (-2.59, -0.28, -4.19)
O (-2.84, 0.43, -5.32)
C (-2.95, 0.18, -2.93)
C (-2.67, -0.58, -1.81)
H (0.62, 5.00, 3.41)
H (2.22, 4.50, 3.92)
H (0.80, 3.59, 4.44)
H (0.78, 2.35, 2.43)
H (3.70, 4.87, 1.86)
H (3.13, 5.03, 0.19)
H (2.19, 5.73, 1.52)
H (1.68, 1.05, 1.23)
H (2.57, -0.35, -0.64)
H (2.12, 1.03, -1.68)
H (0.27, -0.47, -1.88)
H (-0.27, 0.76, -0.73)
H (-0.20, -0.30, 4.13)
H (1.57, -0.44, 4.03)
H (1.45, -2.74, 3.36)
H (-0.10, -2.76, 5.33)
H (-0.58, -3.95, 4.12)
H (-1.46, -2.43, 4.26)
H (1.13, -3.68, 0.97)
H (-0.59, -4.11, 1.12)
H (0.43, -2.81, -1.16)
H (-1.90, -3.66, -0.88)
H (-2.28, -2.27, 0.16)
H (-1.18, -3.21, -3.28)
H (-1.68, -1.86, -5.29)
H (-3.26, 1.26, -5.10)
H (-3.45, 1.13, -2.83)
H (-2.96, -0.21, -0.83)

Properties
Max |F| (eV/A): 0.6
SMILES string: C/C=C(\C)C(=O)NCCN1C2=NC[C@@H](C)N2C[C@H]1Cc1ccc(O)cc1
Orbital gap (eV): 9.06
Energy relative to the best compared isomer or geometry (same formula, charge and spin) (kcal per mole): 29.5
Net charge: 0

natural (NBO) population analysis, charges in e, atoms 1 to 4: number 1, C, carries -0.66; number 2, C, carries -0.14; number 3, C, carries -0.10; number 4, C, carries -0.65